(1)
This record from the OMol25 dataset describes C10H19CoN6O2S2 as an isolated structure. The level of theory is ωB97M-V with the def2-TZVPD basis set.

Output
Energy above the lowest of the compared OMol25 structures with the same formula, charge and spin (eV): 0.0000
Lowest unoccupied orbital energy (alpha / beta) (eV): -6.455 / -9.825
Spin multiplicity: 5
Net charge: +2
HOMO level (alpha / beta) (eV): -16.33 / -16.28

The geometry in XYZ format:
```
40
Properties=species:S:1:pos:R:3:mulliken_charge:R:1
Co -0.35811 -1.19068 0.19326 0.217
N -1.43697 -2.88417 -0.28728 -0.419
C -0.44650 -3.93032 -0.68213 -0.442
C 0.95797 -3.48747 -0.29504 0.763
O 1.82771 -4.25062 0.01508 -0.527
O 1.12250 -2.15931 -0.31372 -0.535
H -1.98443 -3.19997 0.51023 0.302
H -2.11149 -2.72200 -1.03137 0.334
H -0.46605 -4.06590 -1.76357 0.325
H -0.67479 -4.88764 -0.22138 0.354
C -1.84474 4.85888 -0.22896 -1.407
C -1.34579 4.66231 -1.65563 0.783
C 0.17761 4.63060 -1.72963 -1.444
C -1.97500 3.43671 -2.32066 -1.100
N -1.61803 2.17733 -1.62565 0.554
C -0.53941 1.41632 -1.76320 0.036
N -0.65247 0.43399 -0.88950 -0.097
N -1.81935 0.62977 -0.22712 0.250
N -2.40383 1.66939 -0.66533 -0.689
H -1.44946 5.78902 0.17662 0.425
H -1.51324 4.05299 0.43180 0.281
H -2.93304 4.90708 -0.18291 0.380
H -1.70118 5.49668 -2.26652 0.317
H 0.59770 3.85848 -1.07680 0.311
H 0.58933 5.57887 -1.38802 0.410
H 0.53537 4.46821 -2.74883 0.369
H -1.63556 3.32382 -3.34952 0.486
H -3.06201 3.47207 -2.30739 0.350
H 0.26215 1.57879 -2.46436 0.510
S 0.06977 -0.82245 2.35810 -0.191
C 1.20809 -2.14030 2.60845 0.395
N 2.48804 -2.01519 2.45690 -0.010
C 3.32471 -3.19970 2.71673 -0.575
C 2.37097 -4.35911 3.06380 -0.428
S 0.67608 -3.67042 3.11846 -0.008
H 2.89495 -1.14253 2.14303 0.276
H 4.00467 -2.97017 3.53517 0.369
H 3.89590 -3.41956 1.81754 0.285
H 2.58318 -4.79113 4.03759 0.484
H 2.38478 -5.13266 2.30176 0.304
```

=====

(2)
This record from the OMol25 dataset describes one molecule with the formula C6H14NP in a non-equilibrium geometry. The level of theory is ωB97M-V with the def2-TZVPD basis set.

Output
Energy above the lowest of the compared OMol25 structures with the same formula, charge and spin (eV): 2.7114
Lowest unoccupied orbital energy (alpha / beta) (eV): 0.164 / 0.165
HOMO level (alpha / beta) (eV): -8.16 / -8.31
SMILES string: CP/C(C)=N\C(C)C

The geometry in XYZ format:
```
22
Properties=species:S:1:pos:R:3:mulliken_charge:R:1
C -3.08716 0.74244 0.62138 -0.979
P -1.70486 0.85244 -0.53690 -0.064
C -0.84190 -0.69281 -0.20248 0.320
C -1.52281 -2.00017 -0.17672 -1.070
N 0.78906 -0.87484 -0.15555 -0.507
C 1.53761 0.27552 -0.00739 0.776
C 2.80485 -0.35633 0.82614 -1.132
C 1.98051 0.90176 -1.30758 -1.300
H -3.87090 0.22219 0.20588 0.361
H -3.40478 1.84640 0.74313 0.306
H -2.95875 0.27861 1.68259 0.307
H -0.77688 1.67170 0.42473 0.026
H -0.74973 -2.76406 0.02174 0.320
H -2.00149 -2.04625 -1.13721 0.307
H -2.11924 -2.01401 0.63638 0.367
H 1.03766 1.06536 0.52902 0.089
H 2.86069 0.16950 1.79886 0.259
H 2.68762 -1.44797 0.78653 0.366
H 3.63338 -0.00413 0.24822 0.278
H 2.79253 1.73704 -1.23063 0.346
H 1.10869 1.25210 -1.79875 0.349
H 2.41651 0.11192 -2.08016 0.274
```

=====

(3)
This record from the OMol25 dataset describes one molecule with the formula C4H6O in a non-equilibrium geometry. The level of theory is ωB97M-V with the def2-TZVPD basis set.

Output
Energy above the lowest of the compared OMol25 structures with the same formula, charge and spin (eV): 0.7002
Lowest unoccupied orbital energy (eV): 1.102
HOMO level (eV): -9.89
SMILES string: O=CC1CC1

The geometry in XYZ format:
```
11
Properties=species:S:1:pos:R:3:mulliken_charge:R:1
O -0.15341 0.48719 2.56761 -0.476
C -0.04109 0.58320 1.37379 -0.034
C 0.38791 -0.46822 0.38340 -0.008
C -0.66885 -0.63928 -0.69620 -0.430
C 0.52530 0.21929 -0.94974 -0.546
H -0.24885 1.54274 0.78747 0.214
H 0.99779 -1.30532 0.72856 0.395
H -0.80910 -1.59900 -1.19353 0.252
H -1.60465 -0.12429 -0.49813 0.217
H 1.28934 0.02035 -1.69259 0.269
H 0.32562 1.28335 -0.81065 0.146
```

=====

(4)
This record from the OMol25 dataset describes a 4-piece molecular cluster, C25H72N10O3P3S2 overall in a non-equilibrium geometry. The level of theory is ωB97M-V with the def2-TZVPD basis set.

Output
Lowest unoccupied orbital energy (eV): -3.891
Net charge: +1
HOMO level (eV): -9.80

The geometry in XYZ format:
```
115
Properties=species:S:1:pos:R:3:mulliken_charge:R:1
C 3.74815 -2.40585 2.38085 -0.946
C 2.99089 -1.47079 3.40843 -0.249
C 2.55687 -0.13253 2.68736 0.089
C 1.00083 0.15839 2.88047 0.669
C 0.25873 -0.70976 1.80809 1.579
C -1.31655 -0.73658 1.99040 -0.957
C -1.81427 -1.28666 3.37056 -0.604
N -2.02056 -2.80166 3.48412 -0.082
S -1.24604 -3.32696 5.02316 -0.052
S -1.32272 -3.80225 2.20912 0.059
H 4.49152 -3.06608 2.88731 0.404
H 3.02437 -3.03336 1.80217 0.173
H 4.30446 -1.74541 1.66892 0.189
H 2.12614 -1.99043 3.89336 -0.207
H 3.73901 -1.19478 4.19190 0.442
H 2.68308 -0.31533 1.58341 -0.527
H 3.18775 0.75153 2.92825 0.621
H 0.70136 -0.03830 3.93911 0.369
H 0.87694 1.25973 2.71029 -1.301
H 0.69058 -1.74135 1.85985 -0.101
H 0.48338 -0.27735 0.80490 -0.594
H -1.83778 -1.18774 1.10604 0.529
H -1.61691 0.34901 1.96899 0.114
H -1.19038 -0.92508 4.22297 0.298
H -2.82461 -0.82298 3.54776 0.322
H -3.01124 -3.06602 3.58057 0.494
H 0.02344 -2.76992 4.94565 0.191
H 0.04106 -3.87146 2.43598 0.195
O 1.00487 2.04681 -0.61277 -0.623
P 1.91795 1.62224 -1.77431 0.709
N 2.07858 0.01106 -1.21797 0.901
C 3.26049 -0.82205 -1.20700 -1.058
C 0.90600 -0.81012 -1.49870 -1.687
N 3.23219 2.64150 -1.28770 0.208
C 3.95595 2.35634 -0.05394 -1.035
C 2.86060 4.05911 -1.30654 -0.749
N 2.79949 1.24049 -3.29178 -0.025
C 4.21934 1.48783 -3.49792 -0.932
C 2.06087 1.74050 -4.46562 -1.117
H 3.50040 -1.22950 -2.19889 0.287
H 3.11439 -1.67084 -0.53193 0.242
H 4.13682 -0.30212 -0.82678 0.187
H 0.90741 -1.16914 -2.53594 0.369
H -0.01210 -0.23578 -1.34375 0.459
H 0.85108 -1.67379 -0.83013 0.300
H 3.28973 2.13635 0.78765 0.158
H 4.58986 3.19807 0.23232 0.455
H 4.64091 1.51792 -0.18485 0.227
H 2.26059 4.33440 -0.43364 -0.065
H 2.27927 4.29110 -2.20396 0.354
H 3.75459 4.68704 -1.33043 0.395
H 4.45650 2.55178 -3.59242 0.322
H 4.53943 0.99010 -4.41935 0.384
H 4.83064 1.06627 -2.70246 0.273
H 2.10219 2.83402 -4.53083 0.342
H 1.00751 1.44552 -4.40116 0.356
H 2.45488 1.31795 -5.39286 0.386
O -0.04160 -3.86414 -2.97836 -0.868
P -1.28193 -4.72032 -3.27027 0.957
N -0.49867 -6.20788 -2.94582 0.219
C -0.62861 -7.47104 -3.63801 -0.886
C -0.33336 -6.40830 -1.51570 -1.107
N -1.34613 -4.31390 -4.95176 0.146
C -0.30323 -4.78857 -5.85631 -1.055
C -1.53983 -2.87581 -5.15943 -1.206
N -2.87434 -5.53884 -3.42571 -0.053
C -3.47307 -5.93163 -4.69387 -0.888
C -3.89685 -4.85082 -2.61847 -1.037
H -1.55826 -7.99932 -3.38365 0.328
H 0.20397 -8.12935 -3.37556 0.351
H -0.57775 -7.36373 -4.71847 0.185
H -1.26390 -6.76904 -1.05188 0.313
H -0.06554 -5.46032 -1.03945 0.189
H 0.46911 -7.11397 -1.28693 0.408
H 0.70436 -4.65004 -5.45190 0.308
H -0.35230 -4.27161 -6.81656 0.392
H -0.44088 -5.84343 -6.09547 0.247
H -0.61157 -2.31436 -5.00946 0.390
H -2.28868 -2.48518 -4.46338 0.333
H -1.90768 -2.68313 -6.17006 0.385
H -3.82069 -5.07752 -5.28260 0.303
H -4.33588 -6.57726 -4.49834 0.388
H -2.79230 -6.51967 -5.30575 0.261
H -4.17334 -3.88483 -3.05737 0.344
H -3.51597 -4.66578 -1.60714 0.279
H -4.79786 -5.46018 -2.51424 0.378
O -1.77025 3.03518 3.53360 -0.806
P -1.71592 4.57208 3.60993 0.947
N -3.39999 4.80309 3.38308 0.189
C -4.05973 5.81669 2.59008 -0.853
C -4.18840 4.53349 4.58147 -1.140
N -0.80016 4.73067 2.14870 0.232
C -1.40990 4.40309 0.86548 -1.026
C 0.49500 4.05781 2.24180 -0.837
N -1.47199 6.32397 3.92706 -0.064
C -1.03530 7.28440 2.92377 -0.876
C -0.67471 6.52823 5.14988 -1.046
H -4.07088 6.79885 3.08310 0.307
H -5.09923 5.53099 2.40697 0.364
H -3.61721 5.93123 1.60371 0.170
H -4.16049 5.38427 5.27674 0.320
H -3.80571 3.65646 5.10980 0.280
H -5.23016 4.31813 4.33109 0.377
H -1.96122 3.45799 0.89037 0.285
H -0.65879 4.32844 0.07676 0.287
H -2.08661 5.19310 0.53683 0.270
H 0.39704 2.97380 2.12029 0.048
H 0.95914 4.25153 3.21471 0.441
H 1.17921 4.43434 1.47886 -0.005
H 0.01470 7.15831 2.64286 0.291
H -1.15652 8.29772 3.32124 0.382
H -1.64240 7.24224 2.02180 0.260
H 0.37436 6.24869 4.99714 0.338
H -1.07262 5.91420 5.96561 0.361
H -0.71651 7.56791 5.48290 0.360
```

=====

(5)
This record from the OMol25 dataset describes an isolated ion of composition C9H16NS and charge +1 in a non-equilibrium geometry. The level of theory is ωB97M-V with the def2-TZVPD basis set.

Output
Energy above the lowest of the compared OMol25 structures with the same formula, charge and spin (eV): 2.0504
Lowest unoccupied orbital energy (eV): -2.860
Net charge: +1
HOMO level (eV): -12.10
SMILES string: C=C1/C(=C/C)SCC[N+]1(C)C

The geometry in XYZ format:
```
27
Properties=species:S:1:pos:R:3:mulliken_charge:R:1
C -1.69211 -0.58152 -1.50449 -0.995
C -0.68400 -0.22153 -0.70212 0.219
C -0.84864 -0.56396 0.98681 -0.262
C -1.13053 -1.76736 1.45909 0.106
C -1.09083 -2.05962 2.97137 -1.122
S -0.54542 0.85560 2.05961 -0.185
C 1.08238 1.31546 1.28506 -0.613
C 1.38849 0.59554 0.02052 -1.101
N 0.40300 0.54312 -1.10249 0.493
C 1.14915 -0.07508 -2.19566 -0.688
C -0.04554 1.89756 -1.49502 -0.797
H -1.47102 -0.67199 -2.61199 0.271
H -2.54989 -0.88967 -0.96418 0.429
H -1.33372 -2.65272 0.82230 0.388
H -1.90062 -2.47701 3.35327 0.418
H -0.86066 -1.01811 3.41663 0.306
H -0.18191 -2.82687 3.14610 0.253
H 1.82841 1.21923 2.11700 0.451
H 1.02814 2.39746 1.08332 0.372
H 2.30189 1.14972 -0.40407 0.477
H 1.80277 -0.48472 0.12736 0.479
H 0.82608 -1.10307 -2.20520 0.386
H 0.77095 0.48704 -3.09894 0.311
H 2.22502 0.08834 -2.01975 0.296
H -0.74833 2.34942 -0.69439 0.328
H 0.94285 2.48271 -1.42798 0.380
H -0.66592 2.01207 -2.42213 0.397
```